54
Properties=species:S:1:pos:R:3:forces:R:3 method="wB97M-V/def2-TZVPD" charge=+1 lumo_ev=-8.3 total_energy_ha=-1373.40679
Hf 11.7762 24.2945 -24.3071 4.74 -4.15 5.61
F 14.1380 24.2547 -23.7767 -4.75 0.56 -1.66
C 12.6927 20.3311 -21.7468 0.13 0.84 -0.82
C 11.5356 21.2654 -22.1536 0.72 -0.02 -0.38
O 12.0319 22.5240 -22.6349 -0.58 1.90 -2.12
H 13.3605 20.2680 -22.6060 0.01 -0.32 -0.06
H 12.3340 19.3380 -21.4760 0.02 0.03 0.04
H 13.2931 20.7634 -20.9463 -0.18 -0.07 0.30
H 10.9499 21.3671 -21.2400 -0.56 0.57 -0.06
H 10.9593 20.7640 -22.9312 -0.24 -0.03 0.02
C 16.1934 20.0914 -24.4928 -0.30 0.19 -1.25
C 17.1909 21.2604 -24.7732 -3.78 0.59 2.35
O 16.5897 22.5150 -24.6759 1.22 -2.05 -0.41
H 15.4035 20.0244 -25.2409 0.22 0.17 -0.62
H 15.5445 20.2070 -23.6246 0.78 0.52 0.60
H 16.6715 19.1119 -24.5054 0.29 0.11 0.18
H 17.7016 21.2157 -25.7351 0.37 0.18 -0.72
H 17.9898 21.1717 -24.0370 0.88 0.49 0.12
O 9.4731 23.9942 -22.9420 1.05 0.20 -0.90
H 9.1598 24.6964 -22.3719 0.06 0.45 0.41
H 8.6765 23.6021 -23.2998 -0.35 -0.34 -0.33
O 12.5083 17.7289 -18.9568 -0.31 -0.05 -0.02
H 13.3980 17.5673 -18.6429 0.29 -0.19 0.00
H 12.3770 18.6689 -18.8326 -0.05 0.37 0.00
O 11.5656 16.5704 -21.4240 -0.23 0.18 -0.59
H 11.2599 15.6937 -21.1913 -0.08 -0.24 -0.09
H 11.7827 16.9792 -20.5862 0.38 0.20 0.55
O 12.7384 23.7766 -20.0576 0.02 0.38 -0.11
H 12.9003 23.2879 -19.2506 0.00 -0.16 0.48
H 12.4431 23.1154 -20.6835 -0.08 -0.03 -0.50
O 12.4759 21.6183 -18.1687 0.93 0.10 -0.02
H 11.8017 21.2200 -18.7193 -0.56 -0.07 -0.02
H 12.4008 21.1629 -17.3302 -0.01 0.07 0.28
O 8.2383 19.6292 -23.6410 -0.29 0.37 0.30
H 8.2889 18.6825 -23.5088 -0.04 -0.44 -0.10
H 8.3039 19.9983 -22.7603 -0.05 0.11 0.24
O 10.0989 20.5536 -18.7875 -0.03 -0.04 -0.19
H 9.8135 19.7868 -18.2907 -0.14 -0.26 0.28
H 9.6766 20.4572 -19.6411 -0.17 0.00 -0.25
O 10.0215 19.3983 -25.6007 0.11 0.36 -0.68
H 9.4469 19.7243 -24.9080 -0.28 0.07 0.12
H 10.7369 18.9652 -25.1350 0.49 -0.33 0.07
O 12.1080 18.0032 -24.2823 0.01 0.22 -0.19
H 12.0247 17.8315 -23.3443 -0.11 -0.40 0.56
H 13.0418 17.8968 -24.4637 0.12 -0.07 -0.14
O 15.0141 17.8905 -22.0272 -0.03 -0.32 0.00
H 15.2170 18.7917 -21.7762 -0.11 0.38 0.29
H 15.0916 17.8839 -22.9813 0.04 -0.15 -0.21
O 15.4671 22.4655 -21.8514 0.26 0.91 -0.68
H 15.8657 21.8098 -21.2792 0.16 -0.27 -0.09
H 14.5251 22.3579 -21.7200 -0.51 0.33 -0.26
O 16.2265 20.2714 -20.8270 0.11 -0.60 0.28
H 16.4570 20.4324 -19.9120 0.01 -0.08 0.52
H 16.9390 19.7270 -21.1618 0.40 -0.19 -0.12

=====

51
Properties=species:S:1:pos:R:3:forces:R:3 method="wB97M-V/def2-TZVPD" charge=0 lumo_ev=0.1 total_energy_ha=-1109.85819
C -1.2416 0.9067 0.7621 1.10 1.11 0.51
N 0.1064 0.3151 0.4872 -0.41 -0.39 -1.47
C 0.5768 0.3424 -0.9494 -0.77 0.91 0.48
C 2.1047 0.3790 -0.9427 0.88 0.07 0.87
C 2.6720 -0.1119 -2.2908 -0.66 -0.27 -0.13
N 2.4402 1.7190 -0.5621 -2.24 0.59 0.01
H -1.3338 1.9202 0.2371 -0.12 -1.70 1.22
H -2.0906 0.3294 0.4246 -0.04 -0.34 0.17
H -1.2326 1.0787 1.8905 -0.52 -0.03 -1.40
H 0.1641 -0.6594 0.7947 -0.28 0.42 -0.17
H 0.2836 -0.4126 -1.7033 -0.62 -0.10 1.12
H 0.1519 1.3050 -1.3950 0.86 -1.30 0.29
H 2.5358 -0.2921 -0.0921 -1.05 1.00 -1.38
H 3.4110 -0.8539 -2.0568 0.63 -0.49 -0.24
H 3.1531 0.6284 -2.9617 -0.60 -0.18 0.57
H 1.8277 -0.6362 -2.7841 0.79 0.29 -0.31
H 2.1739 2.4097 -1.2345 -0.38 0.03 -0.72
H 3.3147 1.9589 -0.2813 3.24 -0.01 0.98
O 1.8407 1.2917 3.0430 0.35 0.75 0.89
H 1.6850 1.0031 2.1510 -0.36 -0.21 -1.25
H 1.9620 2.2466 2.9544 0.00 -0.21 0.00
O 0.3760 -0.8217 3.6993 -0.51 1.01 1.95
H 0.0803 -0.0982 3.1264 0.19 -0.06 -0.01
H 0.5197 -0.3291 4.5664 -0.08 -1.11 -1.68
O -2.8459 -0.4929 -1.6111 0.17 -1.11 -1.54
H -2.6547 -1.0647 -2.4050 -0.16 0.79 1.23
H -3.2579 -1.1096 -0.9922 -0.03 0.06 0.11
O -1.2454 -3.0182 -2.1057 0.08 1.46 1.47
H -0.8239 -3.5585 -2.7551 0.70 -0.45 -0.42
H -0.5384 -2.5650 -1.5579 -0.70 -1.01 -1.02
O -3.7788 2.0235 -1.1553 -0.46 -0.38 -0.69
H -4.0641 1.1125 -1.3086 0.53 -0.20 -1.24
H -3.9667 1.9694 -0.2395 -0.04 0.97 1.90
O 1.0837 3.2922 -2.7473 -2.08 0.70 0.39
H 0.4134 3.7614 -2.1447 1.38 -0.64 -0.82
H 0.4240 2.7747 -3.2443 0.69 0.00 -0.20
O -0.1602 3.5267 -0.3792 0.27 0.81 -0.05
H 0.7451 3.9027 -0.2958 -0.83 -1.06 0.19
H -0.1322 2.5557 -0.5296 0.88 1.28 0.39
O 1.2712 -2.4272 -0.5680 1.42 -0.01 0.16
H 2.1973 -2.1589 -0.8358 -1.73 -0.59 0.31
H 1.3443 -2.4340 0.4317 0.20 -0.01 -1.29
O 1.8044 -2.1304 1.9279 2.05 0.62 0.57
H 2.5094 -1.5290 2.3323 -1.72 -1.17 -0.71
H 1.0570 -2.0974 2.5213 0.22 0.43 0.84
O -1.6958 -2.5765 2.3620 -0.25 -0.66 -2.72
H -2.1779 -2.5304 3.1484 -0.30 0.21 2.20
H -0.7699 -2.4634 2.4667 0.67 0.20 0.92
O -3.6174 -1.8694 0.6923 -0.48 0.14 -1.20
H -3.7110 -2.0549 1.6065 -0.47 0.15 1.26
H -2.8905 -2.4572 0.5031 0.61 -0.30 -0.37

=====

52
Properties=species:S:1:pos:R:3:forces:R:3 method="wB97M-V/def2-TZVPD" charge=+1 lumo_ev=-2.4 total_energy_ha=-1164.49164
C 1.5761 -1.0931 -2.5895 -1.94 -0.17 -1.66
C 2.3478 -1.4511 -1.3681 0.74 0.95 1.08
C 1.6581 -1.0996 0.0033 0.92 -0.29 0.36
N -1.0872 0.0568 -0.2566 -0.41 -0.20 -0.14
C 0.0482 0.7099 -0.2226 0.39 1.85 0.74
N 1.2358 0.3110 0.1225 0.67 -2.26 -0.50
N 0.1736 -1.5826 -2.5716 0.66 0.42 -0.76
H 1.9644 -1.3799 -3.5990 0.54 -0.50 1.14
H 1.5703 0.0104 -2.7424 -0.29 -1.00 0.88
H 2.5690 -2.5013 -1.1515 0.30 -0.05 -0.93
H 3.2699 -0.8202 -1.5127 -0.42 -1.03 0.90
H 0.9465 -1.8276 0.4098 -0.75 0.32 -0.94
H 2.4151 -1.3165 0.7631 0.31 0.77 -0.04
H -1.9267 0.5588 -0.5705 0.66 -0.51 -0.02
H -1.1732 -0.9226 -0.0405 -0.02 -0.11 -0.08
H -0.0794 1.7655 -0.4052 0.18 0.29 -0.01
H 2.0802 0.8499 0.3670 -1.13 0.72 -0.86
H 0.0152 -2.5474 -2.3212 0.05 0.24 0.12
H -0.4991 -0.9189 -2.2497 -0.27 -0.15 0.18
H -0.7692 2.6925 2.5169 0.01 0.11 0.08
H 0.3918 3.2434 3.3562 -0.08 0.11 -0.01
O 0.1750 2.8948 2.4844 -0.05 0.02 -0.18
H -3.2358 -0.7248 -3.6587 -0.05 -0.06 -0.09
H -2.1258 -1.1722 -4.5975 0.13 0.18 0.01
O -2.6268 -0.3915 -4.3286 -0.10 -0.07 0.18
H -1.0572 -0.7948 4.5225 -0.07 0.15 0.08
H -0.4863 -0.5568 3.1376 0.54 0.38 -0.14
O -1.2943 -0.4628 3.6506 -0.87 -0.37 0.27
H -3.0719 2.0722 -2.4347 0.19 0.45 0.27
H -2.2640 1.2345 -3.3424 0.50 -0.08 0.33
O -2.1494 1.8055 -2.5490 -0.63 -0.47 -0.53
H -2.8822 1.1310 2.7352 -0.35 -0.19 -0.40
H -3.4994 1.1494 1.2941 0.04 -0.32 0.13
O -3.6092 1.4793 2.1899 0.39 0.28 0.38
H -4.5648 -1.7661 -0.0494 -0.01 -0.07 0.16
H -3.1999 -1.7708 0.7181 -0.90 0.02 -0.33
O -3.6998 -1.3529 -0.0230 0.71 0.39 -0.27
H 4.6247 1.6441 -0.0246 -0.03 0.14 -0.27
H 3.8615 1.9878 -1.3416 0.13 0.11 0.08
O 3.9559 1.3294 -0.6454 -0.18 -0.17 0.35
H 1.8000 0.3044 3.4722 0.06 0.31 -0.44
H 1.0068 1.3017 2.5100 0.03 -0.27 0.60
O 1.1262 0.3674 2.7794 0.18 -0.41 0.04
H -2.6535 -1.9420 2.9257 0.17 0.36 -0.43
H -2.6906 -3.3744 2.4565 -0.08 -0.13 -0.37
O -2.7401 -2.4745 2.1144 0.33 -0.35 1.11
H 4.2415 0.4012 4.2924 0.16 -0.04 -0.16
H 4.3979 -0.4492 3.0195 0.05 -0.01 0.11
O 3.9795 0.3460 3.3649 -0.14 0.04 0.18
H -0.0147 1.9662 -3.3062 0.10 0.40 0.57
H 1.0332 1.3036 -4.0720 0.51 0.12 0.08
O 0.9364 1.7774 -3.2323 -0.89 0.13 -0.79

=====

53
Properties=species:S:1:pos:R:3:forces:R:3 method="wB97M-V/def2-TZVPD" charge=+1 lumo_ev=-2.5 total_energy_ha=-1280.72179
O 2.4399 -0.5017 -2.4132 0.21 0.07 0.95
C 1.7005 -1.6404 -2.3609 0.48 0.37 -2.17
C 1.3833 -2.0313 -0.9657 -0.31 1.26 1.67
N 0.4235 -0.9670 -0.4301 0.83 -0.48 -0.54
C 0.0464 -1.3246 0.9585 0.12 0.84 0.92
C -1.0794 -0.4197 1.4433 -0.88 -0.56 0.17
O 1.3583 -2.1646 -3.3854 -0.20 -0.53 0.63
H 2.7051 -0.3175 -3.3241 -0.30 -0.21 -0.20
H 2.2780 -1.9322 -0.3250 -0.48 -0.32 -0.66
H 0.8643 -2.9693 -0.8038 0.16 -0.07 -0.63
H -0.3511 -0.8722 -1.0968 -0.49 -0.23 0.07
H 0.8534 -0.0304 -0.4699 0.06 -0.10 0.06
H -0.1054 -2.3979 1.0311 -0.46 0.16 -0.25
H 0.9130 -1.0995 1.5796 0.15 -0.19 -0.31
H -1.7594 -0.1384 0.6311 0.36 0.32 0.05
H -1.7647 -0.9328 2.1318 0.43 -0.23 0.02
H -0.6802 0.4373 1.9889 -0.07 0.18 -0.41
H 0.9612 1.3908 3.6425 0.12 0.28 0.04
H 1.7319 0.1091 3.7681 0.35 -0.03 0.04
O 1.8438 1.0648 3.8500 -0.40 -0.24 0.04
H -2.6814 2.8866 -1.9060 -0.11 0.49 -0.21
H -1.9253 3.1352 -3.3748 -0.95 0.30 0.11
O -1.9175 2.7943 -2.4808 1.00 -0.49 -0.39
H -1.7779 -3.9281 -1.2689 0.10 -0.04 0.00
H -2.0642 -2.5380 -0.7311 -0.12 0.00 0.03
O -1.3999 -3.2353 -0.7153 -0.23 -0.10 -0.03
H 0.9829 1.7220 -2.3743 0.14 -0.09 0.20
H -0.5004 2.0439 -2.1586 0.08 -0.21 0.72
O 0.2963 1.6685 -1.7005 0.15 0.00 -0.41
H -3.7358 0.4671 -1.1348 0.16 0.08 -0.10
H -4.2588 -0.3596 0.0206 0.08 -0.16 0.12
O -3.6501 -0.4020 -0.7266 -0.23 0.07 0.04
H 1.2964 3.2821 0.7179 -0.19 -0.05 -0.23
H 0.3177 3.5595 1.8233 -0.02 -0.12 0.15
O 0.6791 2.8271 1.3081 -0.16 0.47 -0.09
H -1.5141 2.4896 0.2695 0.05 -0.05 -0.04
H -2.9947 2.1511 0.6170 0.38 -0.03 0.25
O -2.4301 2.7291 0.0830 -0.43 0.04 -0.06
H 3.2096 -2.1895 2.7386 -0.29 0.19 0.45
H 3.3386 -1.4016 1.5171 -0.37 0.46 -0.03
O 2.8847 -1.3533 2.3678 0.67 -1.04 0.03
H 4.6408 -1.2335 -1.2059 -0.15 -0.35 -0.26
H 4.4167 -0.9932 0.2180 0.11 -0.01 -0.04
O 4.2605 -1.6865 -0.4415 0.67 0.65 0.37
H -2.5985 -0.9753 -2.1518 -0.37 -0.24 -0.60
H -1.8128 -1.1558 -3.5625 -0.44 -0.30 0.10
O -1.8194 -0.7790 -2.6817 0.99 0.51 0.54
H -3.1065 0.7420 2.6772 -0.34 0.41 0.59
H -4.4282 1.6237 2.3149 0.25 -0.06 0.83
O -3.7455 1.0177 2.0206 -0.20 -0.29 -1.37
H 3.2135 1.0000 2.0808 -0.36 0.16 0.17
H 2.1320 1.6903 1.2196 0.40 -0.37 0.47
O 2.9299 1.1384 1.1711 0.07 -0.09 -0.79

=====

54
Properties=species:S:1:pos:R:3:forces:R:3 method="wB97M-V/def2-TZVPD" charge=+1 lumo_ev=-2.7 total_energy_ha=-1906.54916
N 2.8789 0.5044 1.2985 -1.50 0.51 -0.93
C 3.7549 1.4883 0.5726 1.48 -1.16 1.16
C 3.0596 2.2608 -0.4945 0.70 -0.03 -1.56
S 1.8106 3.3200 0.1958 -1.03 0.44 0.22
S 0.6634 4.1206 -1.3229 0.77 -0.08 -0.02
C -1.0195 3.3684 -1.2884 1.29 0.87 0.13
C -1.3832 2.9224 0.1198 -0.93 0.70 1.49
N -1.6348 1.4922 0.1842 -0.82 -0.46 -0.11
H 3.1235 0.3160 2.2701 -0.17 0.18 -0.18
H 2.6914 -0.3934 0.7855 1.17 0.01 -0.01
H 1.9125 0.8635 1.2923 0.41 0.40 0.81
H 4.5752 0.9495 0.1345 -0.01 -0.81 -0.74
H 4.3710 1.9741 1.3285 -0.87 1.04 0.20
H 2.7983 1.5632 -1.2954 -0.93 -0.16 0.33
H 3.7681 2.8690 -1.0641 0.31 0.15 0.58
H -1.0748 2.5670 -2.0077 0.05 -0.36 0.05
H -1.5113 4.2283 -1.7784 -0.50 -0.35 0.80
H -0.6927 3.1871 0.9674 0.06 -0.32 -1.34
H -2.2575 3.4317 0.5328 -0.42 0.15 -0.69
H -0.8547 1.0074 0.5791 0.65 -0.42 -0.36
H -1.9059 1.1222 -0.7302 0.71 -0.03 0.55
H -3.5385 0.2694 2.6436 -0.30 0.35 0.22
H -2.3225 0.2215 1.6554 -0.23 1.14 -0.19
O -2.6739 -0.1206 2.4885 -5.90 12.75 2.80
H -0.7164 -1.5647 -3.4008 -0.15 0.04 -0.32
H -2.1784 -1.3737 -3.1398 1.20 -0.80 -0.22
O -1.4835 -2.0389 -3.0733 0.27 -0.33 -0.94
H -0.5326 -4.8339 2.0966 0.20 -0.02 0.14
H -1.0456 -3.5166 1.5330 -0.23 0.54 0.26
O -0.4124 -3.8801 2.1579 0.42 -1.09 -0.06
H -0.3536 0.8555 -3.7612 0.03 0.16 -0.32
H -1.7423 1.2020 -4.3893 0.33 0.09 -0.23
O -1.2742 1.0447 -3.5639 -0.36 -0.22 0.27
H -3.2120 -0.5384 -2.7469 -0.69 0.51 0.25
H -3.4021 0.1391 -1.4151 -0.11 -0.48 0.00
O -3.0428 -0.6755 -1.8076 -1.11 1.19 0.73
H -1.9617 -3.7949 -0.5662 0.15 -0.07 0.04
H -2.4031 -2.4393 -1.0607 0.18 0.25 -0.20
O -1.7770 -2.8559 -0.4573 -0.15 -0.43 -0.05
H 0.3759 -2.0884 -0.9240 -0.42 -0.19 -0.39
H 0.7212 -1.9593 -2.4526 -0.14 -0.34 0.29
O 1.0898 -2.0084 -1.5716 0.45 0.19 0.43
H 2.6375 -2.0016 -0.7246 -0.06 0.39 -0.30
H 3.9554 -2.0720 0.0554 0.12 0.07 -0.03
O 3.3449 -1.4422 -0.3455 0.18 -0.80 0.00
H -0.1510 -1.2567 1.9712 -0.05 -1.36 0.15
H 0.9477 -2.3656 2.2971 -0.69 -0.14 -0.02
O 0.8268 -1.4461 2.0351 0.77 1.33 -0.33
H -2.3631 -1.0426 2.3846 0.11 -5.23 1.08
H -1.9970 -1.7042 1.0344 0.24 -0.67 0.41
O -1.7474 -1.6857 1.9739 5.40 -7.10 -4.15
H 0.7980 0.0153 3.1063 0.44 -0.35 0.71
H 1.4608 0.9009 4.2894 -0.36 -0.44 -0.02
O 1.0997 0.8943 3.3985 0.04 0.80 -0.38

=====

53
Properties=species:S:1:pos:R:3:forces:R:3 method="wB97M-V/def2-TZVPD" charge=+1 lumo_ev=-2.5 total_energy_ha=-1185.46699
N 1.0297 3.2003 0.4962 1.95 2.23 0.84
C 0.6780 2.5703 1.8340 2.07 1.59 0.36
C 0.1652 1.1629 1.7384 0.81 -3.60 2.30
N -1.2671 0.9455 1.8401 -0.44 0.54 1.58
C -1.7915 -0.2183 2.5235 -0.24 -1.73 0.05
C -1.7900 -1.4836 1.4847 -1.01 3.15 1.80
O -2.5524 -1.0003 0.4149 1.15 -0.12 -2.57
H 1.2892 2.6087 -0.3003 -0.65 -0.64 -0.18
H 1.9223 3.7494 0.5915 -1.01 -0.60 0.12
H 0.2664 3.9097 0.3320 0.56 -1.35 -0.91
H 1.5979 2.8085 2.4891 -1.05 -1.54 -1.00
H 0.0228 3.3062 2.2834 -0.94 -0.52 -0.06
H 0.6543 0.4692 0.9884 -0.55 1.59 0.08
H 0.6229 0.5871 2.6658 -1.03 1.50 -1.51
H -1.8391 0.9905 1.0366 0.09 0.79 -1.36
H -1.3971 -0.3668 3.5461 0.68 -0.16 -0.75
H -2.8836 -0.1425 2.8075 0.83 0.52 -0.79
H -2.3336 -2.2831 1.9237 0.45 -1.35 0.43
H -0.8452 -1.5992 0.9607 0.43 -0.95 0.99
H -3.4414 -0.7104 0.4291 -1.41 0.10 1.03
H -2.0391 2.1700 -2.5499 -0.58 0.27 0.20
H -1.5391 1.1222 -1.6616 0.58 -1.09 0.65
O -2.2059 1.8142 -1.6634 -0.21 0.89 -0.83
H 2.3906 -0.2218 0.9171 0.84 0.21 -0.87
H 3.3060 -1.0410 1.9923 -2.26 1.13 -1.02
O 2.3881 -0.6552 1.7590 1.91 -1.56 1.92
H -0.8589 -5.0102 -0.4778 0.40 0.04 0.05
H -2.3388 -4.8947 -0.7051 -0.34 0.03 -0.01
O -1.5460 -4.3590 -0.6312 -0.04 -0.70 0.56
H 0.9612 -0.8425 3.9787 -0.87 0.16 -0.63
H 0.3650 -1.2262 5.4653 0.53 0.35 -1.35
O 1.1320 -1.1337 4.8592 0.44 -0.61 1.96
H -1.9437 4.4756 0.1266 0.68 -0.25 0.34
H -1.9193 3.1104 -0.4541 0.96 -0.41 0.00
O -1.3378 3.7056 0.0865 -2.56 1.15 -0.49
H 2.4706 0.8951 -2.0778 -0.38 -0.36 -0.55
H 1.4593 0.1690 -1.0460 -0.02 -0.32 -1.15
O 2.1304 0.8431 -1.1981 -0.22 1.39 2.88
H 2.3365 3.3541 -3.2081 -0.68 -0.26 1.87
H 1.0104 2.7362 -2.8478 0.74 0.23 0.91
O 1.8302 3.0470 -2.3866 -0.06 0.74 -3.23
H 2.6086 -1.4579 -3.1136 0.37 -0.01 0.41
H 3.5499 -0.9034 -2.0613 1.11 0.37 0.28
O 2.7000 -1.2959 -2.1569 -0.79 -1.05 -1.27
H 1.5898 -2.8247 -2.8298 -0.15 0.13 0.88
H 2.5785 -4.0160 -2.7990 0.15 0.17 0.33
O 1.8641 -3.6073 -3.2848 -0.39 -0.83 -1.19
H -1.0943 -0.4846 -0.4754 0.09 0.62 0.12
H -1.0574 -0.9834 -1.8017 0.78 0.11 -0.50
O -0.5490 -0.3104 -1.2657 -0.58 -0.48 -0.05
H -1.7026 -3.0729 -2.9638 -0.07 0.90 1.16
H -1.7096 -2.9113 -1.3917 -0.04 -0.06 -0.82
O -1.8331 -2.4171 -2.2319 -0.02 -0.35 -1.01

=====

Number 1: gap between HOMO and LUMO 2.5 eV. Number 2: gap between HOMO and LUMO 9.1 eV. Number 3: gap between HOMO and LUMO 9.2 eV. Number 4: gap between HOMO and LUMO 11.1 eV. Number 5: gap between HOMO and LUMO 8.9 eV. Number 6: gap between HOMO and LUMO 8.9 eV.